Entry 1:
Formula: C6H17FeN4O9
Source: OMol25
Level of theory: wB97M-V/def2-TZVPD

As for the calculated total energy: -2397.7944 Ha. Its charge is +1. The HOMO-LUMO gap (alpha / beta) comes out at 8.3 / 4.1 eV. The calculation puts the maximum force at 0.0771 hartree/bohr. Its energy above the lowest of the compared OMol25 structures with the same formula, charge and spin is 206.0 kJ/mol. The expectation value of S² is 12.024. As for the spin multiplicity: 7. The molecular weight comes out at 345.07 g/mol.

The geometry in XYZ format:
```
37
C6H17FeN4O9, DFT wB97M-V/def2-TZVPD
Fe 10.237 34.557 1.755
C 10.916 35.132 -2.167
C 9.814 34.393 -1.584
O 9.718 34.515 -0.214
H 11.932 34.753 -2.055
H 11.003 36.150 -1.787
H 10.700 35.278 -3.226
H 9.884 33.358 -1.919
H 8.885 34.765 -2.016
C 7.337 33.949 -5.179
N 8.095 33.981 -6.425
O 9.127 33.303 -6.585
O 7.639 34.688 -7.336
H 7.878 34.257 -4.284
H 6.851 32.974 -5.130
H 6.470 34.602 -5.285
C 9.392 30.461 -3.260
N 8.128 30.376 -4.066
O 8.115 29.885 -5.222
O 7.231 30.964 -3.520
H 9.482 29.615 -2.578
H 9.342 31.482 -2.883
H 10.212 30.378 -3.974
C 12.418 32.122 -3.161
N 12.812 32.046 -1.692
O 12.190 31.242 -0.940
O 13.500 32.987 -1.260
H 11.353 32.347 -3.220
H 12.677 31.099 -3.430
H 13.016 32.854 -3.703
C 8.270 37.729 -2.912
N 7.949 37.163 -4.282
O 8.940 36.572 -4.784
O 6.790 37.230 -4.759
H 8.477 38.782 -3.105
H 9.119 37.307 -2.375
H 7.395 37.579 -2.280
```

Entry 2:
Formula: C18H19F3N6ORuS2Se
Source: OMol25
Level of theory: wB97M-V/def2-TZVPD

As for the calculated total energy: -4693.5284 Ha. Its charge is -1. The HOMO-LUMO gap (alpha / beta) comes out at 5.2 / 5.2 eV. The calculation puts the maximum force at 0.0130 hartree/bohr. Its energy above the lowest of the compared OMol25 structures with the same formula, charge and spin is 46.3 kJ/mol. The expectation value of S² is 0.758. As for the spin multiplicity: 2. The molecular weight comes out at 636.55 g/mol.

The geometry in XYZ format:
```
51
C18H19F3N6ORuS2Se, DFT wB97M-V/def2-TZVPD
Ru 0.435 0.334 -0.059
N -2.836 -1.485 2.015
C -1.783 -0.760 1.584
S -1.753 -0.290 -0.094
N -0.849 -0.460 2.478
N 0.184 0.182 1.920
C 1.175 0.577 2.655
C 2.269 1.225 1.971
C 3.390 1.731 2.635
C 4.385 2.342 1.904
C 4.249 2.453 0.522
C 3.121 1.930 -0.074
N 2.157 1.329 0.626
H -3.234 -2.082 1.303
H -2.640 -1.993 2.867
H 1.175 0.415 3.727
H 3.461 1.628 3.709
H 5.265 2.728 2.401
H 5.010 2.919 -0.087
H 2.966 1.958 -1.146
F 0.241 4.839 -4.592
C 0.429 3.589 -4.105
F -0.265 2.760 -4.898
F 1.733 3.309 -4.279
C 0.013 3.494 -2.667
C -0.531 4.583 -2.022
C -0.908 4.495 -0.683
C -0.714 3.294 -0.036
N -0.197 2.238 -0.658
C 0.172 2.282 -1.960
S 0.788 0.765 -2.466
H -0.662 5.510 -2.564
H -1.341 5.336 -0.164
H -0.988 3.141 1.001
Se -1.857 -3.816 -1.790
C -2.045 -3.923 0.019
N -2.184 -3.978 1.174
C 2.292 -3.333 -0.851
C 2.281 -2.286 0.262
C 3.604 -1.515 0.255
C 2.067 -2.968 1.616
O 1.208 -1.432 0.005
H 3.091 -4.064 -0.695
H 2.435 -2.844 -1.816
H 1.329 -3.842 -0.888
H 4.448 -2.208 0.321
H 3.669 -0.827 1.102
H 3.694 -0.947 -0.674
H 2.840 -3.717 1.812
H 1.089 -3.452 1.620
H 2.089 -2.227 2.421
```

Entry 3:
Formula: C24H50N2O7
Source: OMol25
Level of theory: wB97M-V/def2-TZVPD

As for the calculated total energy: -1580.5231 Ha. The HOMO-LUMO gap comes out at 9.7 eV. The calculation puts the maximum force at 0.0603 hartree/bohr. The molecular weight comes out at 478.67 g/mol.

The geometry in XYZ format:
```
83
C24H50N2O7, DFT wB97M-V/def2-TZVPD
C 5.528 7.900 9.937
C 5.940 8.587 8.606
C 7.227 7.968 8.387
O 7.816 7.963 9.764
C 6.767 7.587 10.678
H 4.908 7.040 9.684
H 4.863 8.533 10.523
H 5.964 9.612 8.976
H 5.318 8.422 7.726
H 7.764 8.620 7.698
H 7.216 6.965 7.961
H 7.075 8.076 11.602
H 6.769 6.524 10.919
C 7.009 11.533 11.495
C 7.501 12.196 10.208
C 6.465 13.278 10.061
O 6.039 13.644 11.359
C 5.912 12.441 12.161
H 7.853 11.341 12.159
H 6.600 10.551 11.257
H 7.502 11.527 9.348
H 8.505 12.564 10.420
H 5.586 12.870 9.562
H 6.840 14.059 9.400
H 4.884 12.079 12.189
H 6.092 12.683 13.208
C 4.945 15.643 5.938
C 4.884 17.025 6.495
C 4.686 16.823 7.963
O 4.300 15.469 8.103
C 4.993 14.712 7.090
H 5.832 15.594 5.306
H 4.046 15.518 5.334
H 4.143 17.650 5.997
H 5.839 17.514 6.303
H 3.881 17.497 8.257
H 5.585 17.005 8.552
H 4.525 13.742 6.922
H 6.038 14.555 7.354
C 8.435 17.721 7.859
C 9.531 18.712 7.836
C 10.794 17.845 7.674
O 10.463 16.675 8.364
C 9.129 16.364 7.968
H 7.835 17.875 6.962
H 7.826 17.757 8.763
H 9.553 19.116 8.849
H 9.526 19.572 7.166
H 11.644 18.321 8.162
H 11.101 17.691 6.640
H 8.674 15.793 8.778
H 8.940 15.660 7.156
C 7.414 17.086 11.791
C 7.759 18.443 12.330
C 8.303 18.010 13.678
O 9.017 16.817 13.376
C 8.483 16.103 12.287
H 7.229 16.962 10.724
H 6.452 16.769 12.192
H 6.972 19.196 12.353
H 8.478 18.914 11.659
H 7.518 17.759 14.391
H 9.073 18.635 14.131
H 7.969 15.268 12.763
H 9.226 15.791 11.554
C 7.681 9.007 14.797
C 8.889 8.314 14.197
N 9.467 7.462 15.030
O 9.169 8.369 13.000
H 7.887 9.338 15.815
H 6.839 8.316 14.836
H 7.385 9.867 14.195
H 10.197 6.833 14.727
H 9.035 7.248 15.917
C 10.459 12.811 7.556
C 9.105 12.457 7.051
N 8.768 11.176 6.990
O 8.361 13.313 6.602
H 10.758 13.701 7.002
H 11.226 12.079 7.303
H 10.542 13.114 8.600
H 9.362 10.450 7.365
H 7.786 11.123 6.762
```

Entry 4:
Formula: C2H4O2S
Source: OMol25
Level of theory: wB97M-V/def2-TZVPD

As for the calculated total energy: -627.1595 Ha. The HOMO-LUMO gap comes out at 9.5 eV. The calculation puts the maximum force at 0.0868 hartree/bohr. Its energy above the lowest of the compared OMol25 structures with the same formula, charge and spin is 327.1 kJ/mol. The molecular weight comes out at 92.12 g/mol.

The geometry in XYZ format:
```
9
C2H4O2S, DFT wB97M-V/def2-TZVPD
C 1.762 -0.566 0.256
C -0.853 0.534 -0.164
O -3.208 -0.146 -0.430
O 1.787 -1.001 -0.874
S -2.376 1.050 -0.323
H 2.518 -0.005 0.683
H 1.008 -0.777 0.893
H -0.091 1.377 0.088
H -0.546 -0.466 -0.129
```

Entry 5:
Formula: C25H32BBr2F4IN2NbO7
Source: OMol25
Level of theory: wB97M-V/def2-TZVPD

As for the calculated total energy: -7534.9265 Ha. Its charge is -1. The HOMO-LUMO gap comes out at 4.8 eV. The calculation puts the maximum force at 0.0830 hartree/bohr. The molecular weight comes out at 938.96 g/mol.

The geometry in XYZ format:
```
75
C25H32BBr2F4IN2NbO7, DFT wB97M-V/def2-TZVPD
C -5.733 0.079 -1.420
C -5.102 1.422 -0.989
C -3.716 1.206 -0.296
C -2.708 2.146 -1.015
C -1.348 2.307 -0.277
Nb 0.436 1.259 -1.179
I 2.904 0.158 -1.998
C 1.648 2.989 -0.298
C 2.976 3.344 -1.019
C -0.801 -0.534 -1.802
C -0.288 -1.556 -2.845
C -0.657 -2.986 -2.377
F -1.963 -3.082 -2.049
Br -0.460 -4.213 -3.931
C 0.257 -3.508 -1.207
F 1.326 -2.772 -1.020
F 0.712 -4.741 -1.495
Br -0.671 -3.697 0.498
B 0.781 0.185 0.870
N 2.084 -0.003 1.506
O -0.332 -0.375 1.585
C 0.222 2.342 -3.251
O 1.156 2.300 -3.957
N -0.984 3.039 -3.807
C -1.677 2.369 -4.799
O -1.342 2.391 -5.899
F -2.756 1.596 -4.503
H -6.704 0.180 -1.920
H -5.856 -0.551 -0.526
H -5.046 -0.458 -2.088
H -5.011 2.048 -1.888
H -5.801 1.955 -0.328
H -3.841 1.593 0.723
H -3.403 0.157 -0.330
H -3.206 3.133 -1.000
H -2.642 1.862 -2.072
H -1.132 3.374 -0.129
H -1.490 1.898 0.739
H 0.998 3.874 -0.382
H 1.800 2.804 0.757
H 3.804 2.787 -0.564
H 3.198 4.409 -0.781
H 2.952 3.277 -2.110
H -1.762 -0.141 -2.183
H -1.075 -1.077 -0.879
H -0.848 -1.430 -3.781
H 0.774 -1.593 -3.109
H 2.703 -0.610 0.975
H 1.942 -0.468 2.407
H -0.680 0.246 2.242
H -1.557 3.519 -3.124
C 3.639 4.019 2.895
C 4.747 4.426 3.511
C 5.071 5.865 3.643
O 6.083 6.238 4.204
C 4.113 6.837 3.062
C 3.006 6.432 2.445
C 2.681 4.991 2.315
O 1.673 4.616 1.756
H 3.386 2.970 2.787
H 5.458 3.731 3.941
H 4.367 7.884 3.168
H 2.296 7.126 2.014
C 0.255 -6.710 2.629
C -0.297 -7.215 1.528
C -0.478 -8.678 1.361
O -0.978 -9.144 0.359
C -0.022 -9.554 2.469
C 0.529 -9.048 3.568
C 0.710 -7.585 3.735
O 1.211 -7.126 4.740
H 0.396 -5.645 2.767
H -0.635 -6.589 0.712
H -0.162 -10.619 2.329
H 0.869 -9.672 4.386
```

Entry 6:
Formula: C33H56O33S3
Source: OMol25
Level of theory: wB97M-V/def2-TZVPD

As for the calculated total energy: -4967.8859 Ha. The HOMO-LUMO gap comes out at 9.5 eV. The calculation puts the maximum force at 0.2741 hartree/bohr. The molecular weight comes out at 1076.98 g/mol.

The geometry in XYZ format:
```
125
C33H56O33S3, DFT wB97M-V/def2-TZVPD
C -1.388 3.033 3.832
C -2.264 2.063 4.632
O -1.650 1.713 5.882
S -2.498 0.607 6.795
C -1.383 0.069 7.935
O -3.594 1.430 7.379
O -2.741 -0.535 5.916
H -1.459 4.109 4.306
H -1.754 3.474 2.983
H -0.498 2.648 3.337
H -3.129 2.417 4.767
H -2.171 0.990 4.149
H -1.967 -0.579 8.677
H -1.029 0.638 8.509
H -0.824 -0.838 7.478
C -1.943 -1.354 1.573
C -0.439 -1.082 1.451
O -0.066 -1.352 0.125
S 1.414 -0.537 -0.250
C 2.015 -1.131 -1.781
O 1.036 0.818 -0.523
O 2.335 -0.686 0.864
H -2.325 -2.205 1.152
H -2.563 -0.517 1.299
H -1.972 -1.402 2.667
H -0.156 0.074 1.760
H 0.112 -1.916 1.952
H 1.315 -1.081 -2.695
H 2.386 -2.170 -1.568
H 3.003 -0.623 -2.052
C 3.658 1.608 -4.183
C 2.366 2.300 -3.674
O 2.630 3.588 -3.753
S 1.430 4.708 -3.278
C 2.170 6.205 -2.843
O 0.414 4.662 -4.301
O 1.070 4.063 -2.111
H 3.980 2.247 -4.942
H 3.593 0.489 -4.445
H 4.505 1.865 -3.602
H 1.475 1.942 -4.131
H 2.254 1.578 -2.739
H 1.358 7.025 -2.652
H 2.660 6.458 -3.733
H 2.745 6.284 -1.894
O 0.146 -2.162 5.635
C 0.961 -1.548 4.915
O 2.314 -1.836 4.835
C 2.924 -0.997 3.854
C 2.112 0.218 3.821
O 0.837 -0.419 4.247
H 3.959 -0.752 4.195
H 3.145 -1.265 2.823
H 1.933 0.571 2.871
H 2.143 0.921 4.443
O -4.671 -3.269 0.161
C -4.526 -2.671 -0.920
O -5.012 -3.224 -2.107
C -4.758 -2.225 -3.016
C -3.832 -1.087 -2.429
O -4.052 -1.446 -1.032
H -4.252 -2.728 -3.898
H -5.869 -1.891 -2.997
H -4.087 -0.201 -2.665
H -2.790 -1.158 -2.807
O 2.918 -4.229 -2.936
C 2.874 -3.806 -4.142
O 2.290 -4.614 -5.122
C 2.459 -4.136 -6.332
C 3.022 -2.677 -5.940
O 3.427 -2.759 -4.640
H 3.316 -4.670 -6.629
H 1.396 -4.014 -6.887
H 2.229 -2.128 -6.163
H 3.811 -2.322 -6.771
O 4.178 3.728 3.928
C 3.369 4.094 3.030
O 3.775 4.902 2.104
C 2.664 5.060 1.239
C 1.669 3.965 1.642
O 2.210 3.527 2.806
H 2.248 5.934 1.355
H 3.054 5.071 0.353
H 1.515 3.070 1.025
H 0.509 4.365 1.753
O 6.579 -1.559 -1.029
C 5.816 -2.474 -0.794
O 6.118 -3.860 -1.075
C 5.340 -4.734 -0.407
C 4.184 -3.833 0.062
O 4.584 -2.465 -0.232
H 4.904 -5.497 -1.250
H 5.827 -5.095 0.440
H 4.134 -3.703 1.207
H 3.335 -4.330 -0.242
O -0.881 -1.868 -4.086
C -0.857 -2.847 -3.381
O -0.478 -3.038 -2.179
C -0.601 -4.370 -1.702
C -0.811 -5.100 -2.978
O -1.139 -4.030 -3.872
H 0.461 -4.637 -1.181
H -1.344 -4.396 -0.964
H -1.581 -5.873 -3.041
H 0.055 -5.451 -3.390
O -5.646 3.600 3.369
C -5.769 2.399 2.850
O -4.816 1.584 2.510
C -5.377 0.520 1.771
C -6.831 0.865 1.707
O -6.935 1.898 2.591
H -4.845 0.544 0.803
H -5.054 -0.448 2.525
H -7.377 -0.089 2.068
H -7.127 1.245 0.752
O -5.269 2.480 -1.215
C -4.026 2.380 -1.293
O -3.328 2.108 -0.192
C -2.023 2.182 -0.651
C -1.913 2.751 -1.980
O -3.260 2.499 -2.445
H -1.310 2.921 -0.142
H -1.479 1.265 -0.220
H -1.249 2.208 -2.612
H -1.674 3.940 -1.979
```